{"formula": "C10H21NO2P", "method": "the ωB97M-V functional and the def2-TZVPD basis", "orbital_gap_ev": 11.066, "lumo_energy_ha": -0.1113, "total_charge": 1, "homo_energy_ev": -14.095, "largest_force_ev_per_a": 4.82, "smiles": "CC(C)(C)P1(C(C)(C)C)=[NH+]OC(=O)C1", "symbols": ["C", "C", "C", "C", "P", "C", "C", "C", "C", "N", "O", "C", "O", "C", "H", "H", "H", "H", "H", "H", "H", "H", "H", "H", "H", "H", "H", "H", "H", "H", "H", "H", "H", "H", "H"], "xyz": [[0.239, 2.828, -0.245], [-0.622, 1.590, 0.101], [-1.821, 1.373, -0.845], [-1.108, 1.642, 1.598], [0.373, 0.085, -0.046], [-0.233, -1.685, -0.232], [-1.345, -1.910, 0.810], [-0.890, -1.794, -1.572], [0.952, -2.661, -0.094], [1.443, 0.104, -1.322], [2.774, 0.534, -0.928], [2.949, 0.518, 0.388], [3.970, 0.814, 0.921], [1.663, 0.093, 1.233], [1.297, 2.740, 0.144], [-0.263, 3.750, -0.013], [0.522, 2.879, -1.355], [-2.531, 0.620, -0.363], [-1.474, 0.946, -1.759], [-2.330, 2.265, -1.020], [-0.580, 2.397, 2.120], [-2.086, 1.798, 1.852], [-0.824, 0.559, 1.946], [-0.954, -1.574, 1.770], [-1.702, -2.861, 0.946], [-2.363, -1.360, 0.525], [-0.124, -1.473, -2.286], [-1.753, -1.065, -1.729], [-1.265, -2.823, -1.637], [1.835, -2.310, -0.641], [1.142, -2.896, 1.009], [0.649, -3.669, -0.563], [1.342, 0.567, -2.272], [1.667, -0.918, 1.713], [1.453, 0.896, 1.849]]}

{"formula": "C10H21NO3Si", "method": "the ωB97M-V functional and the def2-TZVPD basis", "orbital_gap_ev": 10.594, "lumo_energy_ha": 0.0251, "homo_energy_ev": -9.912, "largest_force_ev_per_a": 4.77, "smiles": "CCO[Si](CCCC#N)(OCC)OCC", "symbols": ["C", "C", "O", "Si", "C", "C", "C", "C", "N", "O", "C", "C", "O", "C", "C", "H", "H", "H", "H", "H", "H", "H", "H", "H", "H", "H", "H", "H", "H", "H", "H", "H", "H", "H", "H", "H"], "xyz": [[-3.410, -1.892, 0.041], [-1.996, -1.844, 0.564], [-1.007, -1.399, -0.345], [0.153, -0.426, 0.174], [0.684, 0.421, -1.410], [-0.600, 0.924, -2.144], [-0.470, 1.230, -3.671], [0.502, 2.175, -4.038], [1.239, 3.069, -4.220], [-0.590, 0.891, 0.931], [0.228, 1.540, 1.865], [-0.446, 2.778, 2.406], [1.306, -0.913, 1.316], [2.069, -2.053, 1.284], [3.491, -1.659, 1.542], [-3.483, -2.673, -0.735], [-3.667, -0.962, -0.472], [-4.070, -2.150, 0.892], [-1.824, -1.239, 1.424], [-1.676, -2.842, 0.792], [1.161, -0.301, -2.015], [1.455, 1.190, -1.233], [-1.423, 0.261, -1.994], [-0.911, 1.849, -1.623], [-1.459, 1.639, -3.949], [-0.362, 0.283, -4.243], [0.378, 0.854, 2.733], [1.176, 1.740, 1.273], [0.328, 3.458, 2.814], [-0.912, 3.391, 1.649], [-1.209, 2.596, 3.226], [1.849, -2.493, 0.294], [1.775, -2.832, 2.084], [3.896, -1.029, 0.757], [4.197, -2.504, 1.515], [3.628, -1.082, 2.513]]}

{"formula": "C10H22AuN2O3Te", "method": "the ωB97M-V functional and the def2-TZVPD basis", "orbital_gap_ev": [6.518, 6.517], "lumo_energy_ha": [-0.4932, -0.4932], "total_charge": 3, "homo_energy_ev": [-19.938, -19.938], "largest_force_ev_per_a": 1.59, "symbols": ["Au", "C", "N", "C", "C", "O", "C", "O", "C", "C", "O", "N", "C", "C", "H", "H", "H", "H", "H", "H", "H", "H", "H", "H", "H", "H", "H", "H", "H", "H", "C", "Te", "C", "H", "H", "H", "H", "H", "H"], "xyz": [[-0.922, -0.830, -0.505], [0.113, 3.705, -1.937], [1.044, 2.564, -1.873], [2.433, 2.869, -2.277], [0.668, 1.391, -1.467], [-0.559, 1.165, -1.112], [1.675, 0.243, -1.465], [1.216, -0.908, -0.720], [1.824, -1.352, 0.517], [0.772, -1.675, 1.576], [-0.482, -1.796, 1.232], [1.122, -1.949, 2.790], [0.141, -2.375, 3.810], [2.517, -1.955, 3.275], [0.069, 4.057, -2.966], [0.500, 4.497, -1.298], [-0.872, 3.407, -1.601], [2.391, 3.682, -2.997], [2.901, 2.019, -2.765], [3.014, 3.193, -1.414], [2.670, 0.523, -1.127], [1.757, -0.105, -2.499], [2.582, -0.635, 0.822], [2.312, -2.306, 0.295], [-0.870, -2.217, 3.455], [0.319, -1.788, 4.708], [0.302, -3.429, 4.026], [3.218, -1.622, 2.519], [2.771, -2.972, 3.570], [2.580, -1.301, 4.142], [-3.905, 1.109, -1.042], [-3.419, -0.508, 0.213], [-4.335, -2.027, -0.930], [-4.940, 1.363, -0.795], [-3.825, 0.805, -2.083], [-3.246, 1.937, -0.797], [-4.142, -1.869, -1.988], [-5.402, -1.915, -0.715], [-3.989, -2.996, -0.578]]}

{"formula": "C10H22Br2OSb", "method": "the ωB97M-V functional and the def2-TZVPD basis", "orbital_gap_ev": 7.686, "lumo_energy_ha": 0.1094, "total_charge": -1, "homo_energy_ev": -4.709, "largest_force_ev_per_a": 0.25, "symbols": ["C", "C", "Br", "C", "Br", "Sb", "O", "C", "C", "C", "C", "C", "C", "C", "H", "H", "H", "H", "H", "H", "H", "H", "H", "H", "H", "H", "H", "H", "H", "H", "H", "H", "H", "H", "H", "H"], "xyz": [[0.207, -3.947, -2.831], [1.304, -3.030, -2.344], [2.934, -4.000, -1.933], [1.172, -1.719, -2.220], [2.617, -0.640, -1.632], [-0.750, -0.563, -2.721], [-0.553, 0.369, -0.888], [-1.633, 0.317, -0.019], [-1.153, 0.355, 1.430], [-2.323, 0.128, 2.382], [-0.399, 1.661, 1.737], [1.113, 1.657, 1.421], [1.949, 2.060, 2.635], [1.464, 2.541, 0.219], [-0.703, -3.800, -2.246], [0.506, -4.990, -2.756], [-0.035, -3.727, -3.873], [-1.619, -1.807, -1.859], [-2.227, 0.339, -3.029], [0.298, 0.665, -3.333], [-0.851, -1.423, -4.250], [-2.319, 1.172, -0.180], [-2.235, -0.600, -0.167], [-0.447, -0.479, 1.529], [-2.731, -0.880, 2.273], [-2.023, 0.258, 3.425], [-3.134, 0.836, 2.179], [-0.552, 1.907, 2.796], [-0.873, 2.468, 1.166], [1.381, 0.631, 1.149], [3.003, 1.811, 2.486], [1.888, 3.140, 2.811], [1.607, 1.555, 3.543], [0.877, 3.465, 0.232], [2.523, 2.820, 0.235], [1.249, 2.033, -0.720]]}

{"formula": "C10H22BrP", "method": "the ωB97M-V functional and the def2-TZVPD basis", "orbital_gap_ev": 8.909, "lumo_energy_ha": 0.0254, "homo_energy_ev": -8.217, "largest_force_ev_per_a": 3.29, "smiles": "CCC(C)(C)P(Br)C(C)(C)CC", "symbols": ["C", "C", "C", "C", "C", "P", "Br", "C", "C", "C", "C", "C", "H", "H", "H", "H", "H", "H", "H", "H", "H", "H", "H", "H", "H", "H", "H", "H", "H", "H", "H", "H", "H", "H"], "xyz": [[0.528, -3.099, -1.323], [0.624, -1.619, -0.851], [0.639, -1.443, 0.694], [1.793, -2.166, 1.315], [-0.586, -1.713, 1.549], [1.197, 0.668, 0.909], [3.045, 0.934, -0.348], [-0.010, 1.750, -0.126], [0.142, 3.151, 0.533], [0.220, 1.800, -1.661], [-1.466, 1.186, 0.254], [-2.630, 2.118, -0.058], [0.405, -3.213, -2.348], [1.437, -3.674, -1.065], [-0.285, -3.634, -0.877], [-0.315, -1.075, -1.338], [1.660, -1.340, -1.213], [1.830, -1.951, 2.421], [2.754, -1.766, 0.956], [1.759, -3.277, 1.122], [-1.343, -2.044, 0.910], [-0.209, -2.515, 2.274], [-0.904, -0.871, 2.089], [-0.829, 3.768, 0.476], [0.920, 3.705, -0.030], [0.604, 3.067, 1.562], [0.060, 0.840, -2.002], [-0.432, 2.382, -2.222], [1.267, 2.184, -1.929], [-1.723, 0.258, -0.222], [-1.387, 0.680, 1.240], [-2.478, 3.105, 0.231], [-2.687, 2.236, -1.092], [-3.602, 1.567, 0.169]]}

{"formula": "C10H22Cl6O2", "method": "the ωB97M-V functional and the def2-TZVPD basis", "orbital_gap_ev": 10.208, "lumo_energy_ha": 0.0211, "homo_energy_ev": -9.633, "largest_force_ev_per_a": 1.14, "smiles": "ClC(Cl)Cl.ClC(Cl)Cl.CCOCC.CCOCC", "symbols": ["Cl", "C", "Cl", "Cl", "H", "Cl", "C", "Cl", "Cl", "H", "C", "C", "O", "C", "C", "H", "H", "H", "H", "H", "H", "H", "H", "H", "H", "C", "C", "O", "C", "C", "H", "H", "H", "H", "H", "H", "H", "H", "H", "H"], "xyz": [[33.954, 29.807, -10.869], [35.575, 29.266, -10.466], [36.742, 30.569, -10.704], [36.051, 27.843, -11.403], [35.592, 28.969, -9.426], [29.507, 27.509, -10.972], [30.211, 29.036, -10.427], [30.738, 28.915, -8.758], [29.099, 30.372, -10.686], [31.088, 29.206, -11.038], [26.484, 32.802, -11.453], [26.041, 33.087, -10.041], [25.660, 34.419, -9.911], [25.224, 34.772, -8.608], [24.109, 35.778, -8.717], [26.884, 31.785, -11.509], [25.669, 32.747, -12.180], [27.237, 33.509, -11.793], [25.252, 32.382, -9.733], [26.878, 32.842, -9.361], [24.850, 33.871, -8.107], [26.045, 35.180, -8.009], [23.826, 36.135, -7.718], [23.198, 35.337, -9.121], [24.388, 36.654, -9.299], [35.342, 26.873, -6.890], [34.970, 25.746, -7.822], [34.152, 26.262, -8.822], [33.765, 25.314, -9.803], [32.632, 25.922, -10.596], [36.291, 27.331, -7.193], [34.560, 27.627, -6.860], [35.550, 26.528, -5.875], [35.854, 25.235, -8.231], [34.421, 24.951, -7.288], [34.620, 25.137, -10.466], [33.446, 24.368, -9.348], [31.766, 26.202, -10.007], [32.310, 25.268, -11.411], [32.999, 26.823, -11.097]]}

{"formula": "C10H22F6LiN3O6S2", "method": "the ωB97M-V functional and the def2-TZVPD basis", "orbital_gap_ev": 7.120, "lumo_energy_ha": -0.0612, "homo_energy_ev": -8.786, "largest_force_ev_per_a": 5.26, "symbols": ["Li", "C", "F", "F", "F", "S", "O", "O", "N", "S", "O", "O", "C", "F", "F", "F", "C", "C", "C", "O", "C", "N", "H", "H", "H", "H", "H", "H", "H", "H", "H", "H", "H", "C", "C", "C", "O", "C", "N", "H", "H", "H", "H", "H", "H", "H", "H", "H", "H", "H"], "xyz": [[-27.054, -30.055, 23.652], [-29.940, -31.159, 27.990], [-30.486, -30.096, 27.339], [-28.833, -30.652, 28.519], [-30.716, -31.584, 29.041], [-29.424, -32.541, 26.772], [-29.749, -33.799, 27.483], [-30.273, -32.418, 25.562], [-27.742, -32.168, 26.273], [-26.973, -33.331, 26.885], [-27.030, -33.461, 28.311], [-27.215, -34.579, 26.184], [-25.100, -32.844, 26.635], [-24.813, -32.996, 25.327], [-24.853, -31.665, 27.028], [-24.424, -33.678, 27.431], [-24.099, -25.962, 25.393], [-24.142, -25.848, 23.833], [-23.019, -24.881, 23.331], [-23.137, -23.557, 23.777], [-22.119, -22.679, 23.269], [-24.043, -27.214, 23.309], [-24.012, -25.001, 25.900], [-23.205, -26.525, 25.659], [-24.975, -26.550, 25.668], [-25.074, -25.468, 23.415], [-22.942, -24.904, 22.244], [-22.044, -25.260, 23.637], [-21.135, -22.908, 23.679], [-22.323, -21.711, 23.726], [-22.154, -22.601, 22.182], [-23.903, -27.212, 22.309], [-23.181, -27.617, 23.648], [-29.244, -29.251, 18.438], [-28.841, -28.890, 19.900], [-29.942, -28.190, 20.741], [-29.357, -28.009, 22.045], [-29.922, -26.910, 22.753], [-28.393, -30.203, 20.418], [-29.350, -28.419, 17.742], [-30.106, -29.905, 18.307], [-28.378, -29.788, 18.050], [-28.005, -28.201, 20.022], [-30.889, -28.726, 20.798], [-30.285, -27.256, 20.297], [-29.617, -26.732, 23.784], [-30.981, -27.124, 22.901], [-29.787, -25.986, 22.191], [-29.230, -30.766, 20.446], [-27.830, -30.671, 19.721]]}

{"formula": "C10H22FHfNOPS2", "method": "the ωB97M-V functional and the def2-TZVPD basis", "orbital_gap_ev": 5.441, "lumo_energy_ha": -0.4667, "total_charge": 3, "homo_energy_ev": -18.141, "largest_force_ev_per_a": 5.41, "symbols": ["C", "C", "F", "P", "C", "C", "C", "S", "C", "S", "N", "C", "C", "O", "C", "C", "H", "H", "H", "H", "H", "H", "H", "H", "H", "H", "H", "H", "H", "H", "H", "H", "H", "H", "H", "H", "H", "H", "Hf"], "xyz": [[5.108, 2.746, 0.185], [3.770, 2.234, 0.695], [2.789, 2.965, 0.316], [3.488, 0.260, 0.138], [3.352, -1.626, -0.360], [1.948, -2.140, -0.655], [0.797, -1.732, 0.322], [-0.391, -0.655, -0.561], [-2.036, -1.257, -0.296], [-2.382, -2.856, -0.172], [-3.014, -0.225, -0.218], [-3.935, -0.541, 0.806], [-5.026, 0.567, 0.942], [-5.667, 0.718, -0.266], [-4.772, 1.129, -1.291], [-3.711, 0.069, -1.501], [5.400, 3.622, 0.767], [5.016, 2.949, -0.877], [5.869, 1.991, 0.360], [3.834, 2.187, 1.784], [4.035, 0.650, -1.174], [4.850, 0.032, 0.562], [2.972, 0.013, 1.485], [2.180, 0.603, -0.378], [3.902, -2.196, 0.384], [3.921, -1.713, -1.283], [1.638, -1.902, -1.668], [2.010, -3.231, -0.608], [0.272, -2.641, 0.618], [1.145, -1.278, 1.250], [-4.461, -1.501, 0.649], [-3.333, -0.510, 1.760], [-4.613, 1.501, 1.336], [-5.754, 0.196, 1.664], [-5.347, 1.235, -2.206], [-4.338, 2.107, -1.069], [-2.985, 0.476, -2.205], [-4.095, -0.853, -1.948], [-2.437, -1.392, 2.713]]}